The following is a quantum chemistry calculation of the ion C2H4NO4S with charge -1 at a distorted geometry, from OMol25.

Geometry (Å):
C (-0.50038, -0.39732, 0.01222)
C (0.87656, 0.09394, 0.16076)
N (1.79192, -0.83704, 0.38784)
O (2.96828, -0.37147, 0.82827)
O (4.52264, -0.10272, -1.41981)
O (1.66543, -2.06554, 0.18335)
O (4.96217, 1.22358, 0.56036)
S (4.69723, -0.09158, 0.00571)
H (-1.09988, 0.21080, -0.68874)
H (-0.56295, -1.36288, -0.35141)
H (-0.82943, -0.42593, 0.98840)
H (0.95922, 1.12821, 0.56128)

Summary:
LUMO energy	3.92	eV
HOMO	-4.30	eV
ΔE to the lowest compared entry with this formula, charge and spin	3.882	eV
net charge	-1

The following is a quantum chemistry calculation of a structure of composition C43H104Br3N4O24P5 at a distorted geometry, from OMol25.

Geometry (Å):
C (-1.99310, 4.77220, -1.82555)
O (-1.35090, 5.77498, -2.06880)
N (-2.35535, 3.84754, -2.75731)
C (-3.16979, 2.69822, -2.41969)
C (-2.10323, 4.02345, -4.15930)
H (-2.28581, 4.38710, -0.83440)
H (-3.07579, 2.39888, -1.37644)
H (-2.85872, 1.87889, -3.06975)
H (-4.23056, 2.89751, -2.62114)
H (-1.69166, 3.10715, -4.58551)
H (-2.96870, 4.33711, -4.75941)
H (-1.42799, 4.86124, -4.32168)
C (-1.37322, 0.85549, 0.66186)
O (-1.30051, 2.07083, 0.57507)
N (-0.35797, 0.05159, 1.01381)
C (-0.54292, -1.39452, 1.06294)
C (0.97822, 0.48463, 1.36770)
H (-2.28408, 0.33219, 0.33308)
H (-0.17089, -1.81070, 0.13130)
H (-1.57855, -1.66442, 1.24022)
H (0.01998, -1.80386, 1.90506)
H (1.17139, 0.23700, 2.39955)
H (1.67013, -0.12273, 0.77874)
H (1.20412, 1.52182, 1.14742)
C (-4.46961, -2.18160, 2.58147)
O (-5.67265, -2.23029, 2.37549)
N (-3.89309, -1.37955, 3.49776)
C (-2.45551, -1.45076, 3.72255)
C (-4.63791, -0.45208, 4.31932)
H (-3.73358, -2.80290, 2.04497)
H (-2.02485, -2.38558, 3.39568)
H (-2.32845, -1.43911, 4.81162)
H (-1.87330, -0.60403, 3.35245)
H (-5.48978, -0.05669, 3.76301)
H (-5.15065, -0.99474, 5.12134)
H (-4.00145, 0.35105, 4.66991)
C (6.81682, -0.08336, 0.20854)
O (6.81136, -0.29927, -0.97898)
N (5.91421, 0.70629, 0.85115)
C (6.04686, 0.86265, 2.27157)
C (4.89740, 1.46286, 0.16859)
H (7.56632, -0.51188, 0.88886)
H (5.27172, 0.44466, 2.92315)
H (6.13650, 1.91383, 2.55767)
H (6.91290, 0.34139, 2.69010)
H (4.94956, 1.29593, -0.90847)
H (3.92083, 1.12720, 0.52899)
H (4.93456, 2.55054, 0.28782)
C (2.80803, 3.27586, 3.90505)
Br (3.74854, 4.31360, 5.27588)
Br (2.83842, 1.36551, 4.35798)
Br (3.59198, 3.72384, 2.15469)
H (1.75598, 3.52188, 3.94546)
C (4.18297, -2.40111, 0.28078)
C (4.22359, -2.36821, -1.23181)
O (3.01621, -1.71893, -1.73046)
P (3.21102, -0.96901, -3.13433)
O (4.39845, -0.13212, -3.25328)
O (3.09311, -2.21717, -4.16136)
C (3.52503, -2.08170, -5.52482)
C (2.74993, -3.13132, -6.30934)
O (1.83520, -0.23364, -3.38864)
C (0.60100, -0.95128, -3.25853)
C (-0.53012, 0.05797, -3.48915)
H (3.15947, -2.58794, 0.61527)
H (4.82507, -3.17678, 0.69006)
H (4.43134, -1.40176, 0.64529)
H (5.13484, -1.84653, -1.53092)
H (4.16186, -3.35828, -1.69145)
H (3.27073, -1.08993, -5.89664)
H (4.59498, -2.27553, -5.53157)
H (2.94279, -3.10093, -7.38225)
H (2.98186, -4.15802, -6.02221)
H (1.69335, -2.95556, -6.10047)
H (0.51208, -1.74730, -3.99637)
H (0.51750, -1.34263, -2.25206)
H (-0.50445, 0.41275, -4.51913)
H (-1.47752, -0.44042, -3.28644)
H (-0.39080, 0.92294, -2.84193)
C (-0.59283, -3.08171, 7.44483)
C (0.68590, -3.90751, 7.43823)
O (1.23137, -4.12762, 6.12971)
P (1.44814, -2.96391, 5.07672)
O (1.30302, -1.59199, 5.60346)
O (0.59684, -3.35030, 3.79144)
C (0.93452, -4.53745, 3.03999)
C (-0.35286, -5.14351, 2.49110)
O (2.91414, -3.20606, 4.50267)
C (4.09128, -2.93628, 5.28865)
C (5.12889, -2.24941, 4.46833)
H (-0.36405, -2.03041, 7.60475)
H (-1.15686, -3.25769, 6.53264)
H (-1.17077, -3.35057, 8.33225)
H (1.41810, -3.51387, 8.14757)
H (0.51884, -4.90522, 7.84643)
H (1.51746, -4.19955, 2.17859)
H (1.51218, -5.23257, 3.64550)
H (-1.09755, -5.16300, 3.29411)
H (-0.83172, -4.50907, 1.74244)
H (-0.22650, -6.14863, 2.09579)
H (3.85848, -2.41982, 6.22236)
H (4.43533, -3.94334, 5.55647)
H (6.11068, -2.28356, 4.93983)
H (5.26776, -2.77055, 3.51707)
H (4.82945, -1.23068, 4.22122)
C (0.46376, 5.99410, 1.80428)
C (-0.21691, 4.63309, 1.72273)
O (-1.12082, 4.54371, 2.80599)
P (-2.70615, 4.54282, 2.55422)
O (-3.04810, 5.11812, 1.24828)
O (-3.22875, 5.33542, 3.82644)
C (-2.65336, 5.08310, 5.10773)
C (-3.76623, 4.99014, 6.13764)
O (-3.15759, 3.05133, 2.75645)
C (-4.54534, 2.73425, 2.57356)
C (-4.67637, 1.84764, 1.34064)
H (0.91028, 6.28770, 2.76016)
H (1.22863, 6.01147, 1.02703)
H (-0.29669, 6.77612, 1.71322)
H (-0.66167, 4.51942, 0.73520)
H (0.61342, 3.91532, 1.71474)
H (-1.99299, 4.21924, 5.12390)
H (-2.06645, 5.95909, 5.40133)
H (-3.49375, 4.90345, 7.18849)
H (-4.51121, 5.78614, 6.08310)
H (-4.36057, 4.09387, 5.91065)
H (-4.96873, 2.27550, 3.46580)
H (-5.10393, 3.65180, 2.36097)
H (-4.45053, 0.80859, 1.58501)
H (-5.71657, 1.83233, 1.00859)
H (-3.99209, 2.16927, 0.56096)
C (1.17353, 2.91269, -1.23871)
C (2.10330, 3.63227, -2.18643)
O (1.73587, 3.34253, -3.57626)
P (2.81701, 3.63182, -4.71858)
O (4.12695, 3.02144, -4.50155)
O (2.04197, 3.19165, -6.04328)
C (1.70679, 1.81916, -6.24125)
C (1.95650, 1.45139, -7.69653)
O (2.95011, 5.21266, -4.81352)
C (1.97792, 6.05354, -5.43735)
C (0.52976, 5.87246, -4.96555)
H (1.50001, 3.17188, -0.22190)
H (0.12545, 3.18810, -1.34586)
H (1.23127, 1.83134, -1.36729)
H (2.14023, 4.72114, -2.14432)
H (3.13056, 3.26279, -2.10364)
H (2.24547, 1.11572, -5.60514)
H (0.63311, 1.73888, -6.04745)
H (2.93295, 1.81611, -8.01182)
H (1.89632, 0.36679, -7.80624)
H (1.19149, 1.88619, -8.34140)
H (2.27866, 7.09884, -5.39589)
H (2.00447, 5.81129, -6.50729)
H (0.22150, 4.85776, -5.19115)
H (0.50218, 6.06043, -3.89077)
H (-0.10322, 6.61257, -5.45060)
C (-2.55927, -6.76392, 0.03477)
C (-1.85252, -5.92055, -1.01055)
O (-2.76357, -5.35574, -1.93940)
P (-3.16785, -3.81042, -1.95354)
O (-2.84543, -3.01132, -0.78010)
O (-2.60095, -3.25503, -3.34506)
C (-2.78153, -4.04299, -4.52343)
C (-2.62211, -3.11738, -5.73407)
O (-4.72864, -3.85896, -2.31518)
C (-5.66297, -3.90809, -1.23538)
C (-6.26087, -5.31703, -1.14902)
H (-3.23930, -6.21567, 0.69397)
H (-3.15000, -7.59054, -0.36428)
H (-1.83584, -7.20154, 0.72948)
H (-1.27160, -5.17657, -0.45742)
H (-1.14969, -6.54053, -1.56752)
H (-1.91646, -4.70549, -4.51455)
H (-3.71206, -4.57968, -4.70086)
H (-3.40844, -2.35690, -5.78007)
H (-1.77609, -2.46163, -5.48889)
H (-2.51146, -3.59550, -6.70003)
H (-5.28019, -3.59441, -0.25819)
H (-6.43007, -3.13428, -1.32420)
H (-6.22114, -5.81961, -2.11512)
H (-5.73947, -5.91156, -0.40151)
H (-7.32800, -5.29919, -0.91899)

Summary:
LUMO energy	-0.21	eV
HOMO	-8.68	eV
net charge	0

The following is a quantum chemistry calculation of a structure of composition C4H17N10P at a distorted geometry, from OMol25.

Geometry (Å):
C (-0.92464, -1.38562, 2.05326)
C (0.13090, -1.23492, -1.85885)
C (2.29859, 1.35110, -0.04596)
C (-2.62449, 2.54886, 0.06551)
N (0.15628, -0.71574, 1.60706)
N (-1.52985, 1.81784, -0.43188)
N (-0.72129, -2.33309, 2.93838)
N (-2.22352, -1.16457, 1.76369)
N (-0.14166, -1.65780, -3.05365)
N (0.83226, -1.97322, -1.08181)
N (3.31809, 2.07778, -0.48663)
N (0.99096, 1.76646, -0.11475)
N (2.36704, 0.12236, 0.57025)
N (-0.26813, 0.00559, -1.49767)
P (-0.45696, 0.85091, -0.00330)
H (-2.91844, 3.30857, -0.76490)
H (-2.40902, 3.12532, 0.89985)
H (-3.45532, 1.81243, 0.26160)
H (0.12197, -2.30485, 3.55401)
H (-1.30180, -3.12556, 2.93517)
H (-2.37790, -0.33474, 1.26277)
H (-2.92117, -1.74633, 2.04242)
H (0.18892, -2.52228, -3.40574)
H (-0.60055, -1.04997, -3.66202)
H (1.15678, -2.80709, -1.48044)
H (0.94735, -1.89357, -0.04132)
H (3.18627, 2.98801, -0.97950)
H (4.21237, 1.66398, -0.30807)
H (0.90275, 2.69649, -0.38798)
H (3.22105, -0.25192, 0.85114)
H (1.54615, -0.24604, 0.97286)
H (-0.70301, 0.61161, -2.17348)

Summary:
LUMO energy	-7.21	eV
HOMO	-15.70	eV
ΔE to the lowest compared entry with this formula, charge and spin	2.408	eV
net charge	+2

The following is a quantum chemistry calculation of a cluster of 5 separate species, CH12N2O4 in total, from OMol25.

Geometry (Å):
H (-0.38371, 2.55005, 1.28910)
N (-0.02842, 1.63254, 1.05894)
C (0.89828, 1.73785, 0.19653)
N (1.66388, 0.65995, -0.16754)
H (1.15230, 2.67194, -0.31491)
H (1.06909, -0.14060, -0.31894)
H (2.40494, 0.80572, -0.82948)
O (0.72206, -3.14636, 1.55619)
H (0.76941, -3.44437, 2.46291)
H (1.61234, -2.99424, 1.23306)
O (-1.17054, -0.60065, -0.39352)
H (-1.04194, -0.23928, 0.49612)
H (-2.11551, -0.55772, -0.55029)
O (-2.90608, 2.67075, -0.30944)
H (-2.61293, 2.14561, 0.44944)
H (-3.84335, 2.43055, -0.30510)
O (1.40324, -2.07832, -1.71612)
H (0.61253, -2.02985, -1.16759)
H (1.00429, -2.26424, -2.57780)

Summary:
LUMO energy	0.63	eV
HOMO	-9.36	eV
ΔE to the lowest compared entry with this formula, charge and spin	1.098	eV
net charge	0
structure (SMILES)	[H]/N=C/N.O.O.O.O